DFT (wB97M-V/def2-TZVPD) results for one molecule with the formula C4H8S at a distorted geometry.

Results
- M: 88.18 g mol⁻¹
- Calculated total energy: -555.3283 Ha
- Energy above the lowest of the compared OMol25 structures with the same formula, charge and spin: 26.1 kcal per mole
- Net charge: 0
- Lowest unoccupied orbital energy: 0.94 eV

```
13
C4H8S | OMol25 | wB97M-V/def2-TZVPD
C 0.020 1.410 -0.141
C 0.258 -0.066 -0.177
S 1.954 -0.482 -0.132
C -0.690 -1.021 -0.779
C -0.636 -0.878 0.719
H 0.573 1.730 -0.957
H 0.376 1.731 0.838
H -1.041 1.762 -0.224
H 2.684 0.148 0.760
H -1.426 -0.427 -1.204
H -0.344 -1.939 -1.274
H -0.342 -1.733 1.306
H -1.386 -0.235 1.264
```

=====

DFT (wB97M-V/def2-TZVPD) results for C33H46AsBF4NP4Pd as an isolated structure.

Results
- M: 848.78 g mol⁻¹
- Calculated total energy: -5492.4911 Ha
- Energy above the lowest of the compared OMol25 structures with the same formula, charge and spin: 20.9 kcal per mole
- Multiplicity: 5
- Net charge: +3
- Lowest unoccupied orbital energy (spin up / spin down): -7.15 / -11.41 eV

```
91
C33H46AsBF4NP4Pd | OMol25 | wB97M-V/def2-TZVPD
Pd -0.748 0.878 0.172
C 1.494 2.711 -1.812
P 0.104 2.940 -0.688
C -0.987 4.137 -1.506
C 0.668 3.807 0.810
C -0.532 3.869 1.751
P -1.023 2.179 2.256
C 0.085 1.821 3.641
C -2.614 2.451 3.092
H 1.895 3.688 -2.094
H 1.158 2.195 -2.711
H 2.281 2.134 -1.332
H -0.552 5.132 -1.384
H -1.993 4.133 -1.093
H -1.039 3.916 -2.568
H 1.022 4.803 0.536
H 1.516 3.271 1.244
H -1.384 4.337 1.249
H -0.336 4.465 2.645
H 0.019 2.637 4.362
H 1.111 1.741 3.296
H -0.187 0.887 4.132
H -2.459 3.225 3.848
H -2.957 1.554 3.599
H -3.375 2.804 2.397
N 1.567 -1.196 -0.426
P 1.521 -0.196 0.905
C 1.287 -1.142 2.407
C 2.360 -1.545 3.203
C 2.131 -2.333 4.322
C 0.839 -2.722 4.649
C -0.234 -2.331 3.853
C -0.010 -1.542 2.740
C 3.097 0.658 0.993
C 3.941 0.671 -0.122
C 5.154 1.338 -0.084
C 5.543 2.006 1.069
C 4.721 1.990 2.190
C 3.510 1.319 2.157
P 0.129 -1.378 -1.408
C 0.630 -0.899 -3.059
C 1.973 -0.658 -3.353
C 2.372 -0.362 -4.646
C 1.436 -0.319 -5.670
C 0.098 -0.579 -5.395
C -0.307 -0.866 -4.103
C -0.218 -3.120 -1.233
C -0.873 -3.784 -2.276
C -1.188 -5.125 -2.151
C -0.858 -5.813 -0.988
C -0.203 -5.159 0.048
C 0.121 -3.816 -0.073
H 2.229 -1.973 -0.391
H 3.373 -1.260 2.952
H 2.964 -2.648 4.936
H 0.665 -3.335 5.523
H -1.238 -2.644 4.109
H -0.846 -1.234 2.113
H 3.654 0.147 -1.022
H 5.802 1.327 -0.949
H 6.493 2.522 1.102
H 5.035 2.485 3.099
H 2.927 1.275 3.065
H 2.716 -0.720 -2.573
H 3.417 -0.183 -4.860
H 1.745 -0.100 -6.683
H -0.633 -0.564 -6.192
H -1.347 -1.086 -3.910
H -1.123 -3.264 -3.192
H -1.679 -5.641 -2.966
H -1.101 -6.863 -0.896
H 0.066 -5.698 0.946
H 0.634 -3.323 0.744
C -4.416 -0.279 2.035
As -3.475 -0.567 0.375
C -4.564 0.085 -1.072
C -3.236 -2.480 0.264
H -5.230 -1.010 2.029
H -4.833 0.722 2.087
H -3.769 -0.486 2.883
H -5.447 -0.561 -1.085
H -4.022 0.003 -2.009
H -4.861 1.112 -0.875
H -4.242 -2.897 0.360
H -2.618 -2.821 1.093
H -2.787 -2.751 -0.684
F -1.591 -0.892 -1.671
B -2.089 1.691 -4.038
F -1.096 2.393 -4.535
F -2.870 0.949 -4.778
F -2.309 1.754 -2.724
```

=====

DFT (wB97M-V/def2-TZVPD) results for a 4-piece molecular cluster, C8H24O4 overall at a distorted geometry.

Results
- M: 184.28 g mol⁻¹
- Calculated total energy: -620.0611 Ha
- Energy above the lowest of the compared OMol25 structures with the same formula, charge and spin: 45.8 kcal per mole
- Net charge: 0
- Lowest unoccupied orbital energy: 0.65 eV

```
36
C8H24O4 | OMol25 | wB97M-V/def2-TZVPD
C 1.313 -0.139 7.008
C 2.062 -0.247 5.651
O 1.602 0.684 4.623
H 1.768 -0.673 7.842
H 0.323 -0.580 6.896
H 1.145 0.873 7.376
H 2.035 -1.257 5.241
H 3.044 -0.079 6.091
H 2.077 1.503 4.783
C -3.282 1.217 0.719
C -1.874 1.684 0.485
O -0.935 0.646 0.598
H -3.899 1.944 1.248
H -3.250 0.289 1.290
H -3.775 0.942 -0.213
H -1.524 2.397 1.232
H -1.867 2.142 -0.504
H -0.914 0.531 1.551
C -1.002 0.743 -4.823
C -1.664 2.081 -4.650
O -2.244 2.544 -5.836
H -0.450 0.717 -5.762
H -1.764 -0.035 -4.874
H -0.402 0.488 -3.950
H -1.080 2.847 -4.140
H -2.518 1.989 -3.978
H -1.611 2.740 -6.531
C 1.241 -3.494 -1.821
C 2.552 -2.654 -1.626
O 3.014 -2.486 -2.936
H 0.534 -3.670 -1.010
H 1.501 -4.312 -2.493
H 0.689 -2.830 -2.486
H 3.237 -3.047 -0.875
H 2.250 -1.715 -1.163
H 3.667 -1.784 -2.961
```

=====

DFT (wB97M-V/def2-TZVPD) results for C20H58AgO11S9 as an isolated structure at a distorted geometry.

Results
- M: 871.14 g mol⁻¹
- Calculated total energy: -5354.7740 Ha
- Energy above the lowest of the compared OMol25 structures with the same formula, charge and spin: 0.0 kcal per mole
- Net charge: -1
- Lowest unoccupied orbital energy: 1.87 eV

```
99
C20H58AgO11S9 | OMol25 | wB97M-V/def2-TZVPD
Ag -0.017 -1.205 -3.023
O 0.749 0.996 -2.640
C 0.805 1.091 -1.255
C 0.396 -0.061 -0.248
O 0.156 -1.388 -0.643
H 0.131 1.924 -0.937
H 1.776 1.535 -0.946
H -0.509 0.277 0.297
H 1.179 -0.085 0.538
C -4.895 0.809 -0.436
S -3.877 -0.061 0.801
O -4.936 -0.536 1.753
C -3.377 -1.541 -0.128
H -4.799 1.884 -0.316
H -5.886 0.445 -0.177
H -4.626 0.538 -1.456
H -4.203 -2.095 -0.579
H -2.862 -2.225 0.537
H -2.688 -1.295 -0.936
C -2.285 1.835 -4.393
S -3.036 3.200 -3.424
O -4.434 2.670 -3.153
C -2.162 2.851 -1.873
H -1.196 1.884 -4.446
H -2.810 1.865 -5.345
H -2.531 0.903 -3.885
H -2.602 3.443 -1.068
H -1.124 3.185 -1.952
H -2.183 1.807 -1.564
C 2.709 -2.268 -2.124
S 2.713 -2.595 -3.920
O 1.345 -2.258 -4.467
C 3.830 -1.240 -4.410
H 2.657 -1.194 -1.974
H 3.634 -2.682 -1.721
H 1.893 -2.817 -1.661
H 4.685 -1.198 -3.732
H 3.269 -0.304 -4.385
H 4.226 -1.363 -5.417
C -2.327 -2.800 4.069
S -1.730 -1.208 4.658
O -0.694 -1.499 5.717
C -0.734 -0.829 3.173
H -3.042 -2.630 3.263
H -2.796 -3.363 4.873
H -1.475 -3.388 3.734
H 0.211 -1.353 3.318
H -0.644 0.226 2.948
H -1.148 -1.321 2.284
C 4.353 1.314 -0.516
S 5.865 0.336 -0.736
O 5.359 -1.033 -1.120
C 6.319 0.190 1.013
H 3.897 0.920 0.390
H 3.700 1.246 -1.385
H 4.559 2.385 -0.437
H 7.139 -0.523 1.070
H 5.489 -0.232 1.579
H 6.634 1.156 1.405
C -1.319 3.130 1.535
S -1.679 2.777 3.281
O -0.837 3.615 4.191
C -3.365 3.446 3.313
H -1.617 4.140 1.245
H -1.755 2.393 0.864
H -0.233 3.087 1.450
H -3.646 3.411 4.364
H -4.076 2.937 2.668
H -3.274 4.501 3.041
C 1.969 4.449 -0.241
S 0.715 5.699 -0.649
O 0.981 6.859 0.263
C 1.341 6.129 -2.311
H 1.956 3.706 -1.045
H 1.714 4.009 0.714
H 2.971 4.872 -0.327
H 0.861 5.459 -3.026
H 2.416 5.990 -2.428
H 1.052 7.160 -2.496
C -2.950 -6.643 0.211
S -2.823 -4.992 0.993
O -2.070 -5.248 2.271
C -1.533 -4.375 -0.112
H -3.917 -7.075 0.468
H -2.169 -7.266 0.645
H -2.860 -6.648 -0.875
H -1.147 -3.450 0.316
H -1.808 -4.288 -1.162
H -0.680 -5.060 -0.090
C 2.848 -1.576 1.313
S 2.295 -3.280 1.322
O 3.210 -4.049 2.264
C 0.760 -3.081 2.263
H 3.850 -1.636 0.879
H 2.970 -1.192 2.326
H 2.194 -1.028 0.632
H 1.084 -2.859 3.281
H 0.279 -4.052 2.340
H 0.241 -2.294 1.718
```

=====

DFT (wB97M-V/def2-TZVPD) results for a 6-piece molecular cluster, C22H37NO15 overall at a distorted geometry.

Results
- M: 555.53 g mol⁻¹
- Calculated total energy: -2043.7009 Ha
- Energy above the lowest of the compared OMol25 structures with the same formula, charge and spin: 86.0 kcal per mole
- Net charge: 0
- Lowest unoccupied orbital energy: 0.29 eV

```
75
C22H37NO15 | OMol25 | wB97M-V/def2-TZVPD
C -1.179 1.965 -2.866
C -0.910 2.680 -1.480
C -0.555 4.146 -1.416
O -1.308 4.555 -0.249
C -2.069 3.600 0.178
O -2.840 3.697 1.145
O -1.948 2.492 -0.520
H -0.422 2.408 -3.481
H -2.137 2.341 -3.217
H -1.085 0.861 -2.834
H -0.045 2.230 -0.948
H -0.841 4.722 -2.331
H 0.514 4.398 -1.123
C 0.722 -2.650 -2.457
C -0.648 -3.189 -2.806
C -0.690 -4.698 -3.115
O -1.950 -5.089 -2.570
C -2.357 -4.201 -1.717
O -3.329 -4.287 -0.972
O -1.577 -3.092 -1.748
H 1.202 -3.066 -1.520
H 0.679 -1.526 -2.372
H 1.499 -3.002 -3.185
H -0.909 -2.578 -3.638
H 0.165 -4.970 -2.566
H -0.772 -5.097 -4.147
C 2.690 -0.415 3.361
C 4.211 -0.489 3.399
C 4.792 -1.834 2.883
O 5.894 -1.363 2.180
C 5.806 -0.099 1.941
O 6.666 0.454 1.206
O 4.820 0.446 2.524
H 2.240 -1.249 3.850
H 2.304 -0.468 2.312
H 2.394 0.587 3.728
H 4.600 -0.323 4.364
H 4.188 -2.351 2.115
H 5.211 -2.556 3.556
C -4.376 -2.860 -4.491
O -4.960 -1.816 -3.590
C -4.228 -1.094 -2.794
O -2.908 -0.875 -2.980
O -4.861 -0.466 -1.796
C -4.077 0.517 -1.115
H -4.964 -3.483 -5.106
H -3.641 -3.446 -3.892
H -3.763 -2.260 -5.177
H -3.705 1.166 -1.905
H -3.070 0.144 -0.793
H -4.621 1.055 -0.304
C 1.879 4.466 4.400
O 2.545 4.210 3.108
C 2.019 3.375 2.260
O 0.662 2.893 2.232
O 2.949 2.833 1.486
C 2.619 2.008 0.471
H 0.735 4.526 4.522
H 2.331 5.258 4.981
H 2.092 3.580 5.009
H 2.121 1.050 0.827
H 3.502 1.735 -0.036
H 1.947 2.515 -0.153
C -1.611 0.669 1.963
C -1.011 -0.669 2.214
C -0.387 -1.319 0.892
C 0.586 -2.361 1.201
N 1.378 -3.174 1.451
H -0.980 1.289 1.408
H -1.908 1.191 2.809
H -2.487 0.537 1.362
H -1.746 -1.343 2.543
H -0.210 -0.554 2.986
H 0.265 -0.594 0.415
H -1.144 -1.690 0.130
```

=====

DFT (wB97M-V/def2-TZVPD) results for a 2-piece molecular cluster, CH3NO2 overall at a distorted geometry.

Results
- M: 61.04 g mol⁻¹
- Calculated total energy: -244.9919 Ha
- Energy above the lowest of the compared OMol25 structures with the same formula, charge and spin: 117.5 kcal per mole
- Net charge: 0
- Lowest unoccupied orbital energy: 0.16 eV

```
7
CH3NO2 | OMol25 | wB97M-V/def2-TZVPD
C -1.046 0.129 -0.077
O -0.141 0.030 -0.860
H -0.902 -0.214 1.014
H -2.089 0.575 -0.144
N 2.922 -0.200 -0.160
O 2.892 -1.005 0.727
H 1.929 0.334 -0.420
```

=====

DFT (wB97M-V/def2-TZVPD) results for CH2N2O3 as an isolated structure at a distorted geometry.

Results
- M: 90.04 g mol⁻¹
- Calculated total energy: -374.2019 Ha
- Energy above the lowest of the compared OMol25 structures with the same formula, charge and spin: 174.0 kcal per mole
- Net charge: 0
- Lowest unoccupied orbital energy (spin up / spin down): -1.39 / -0.94 eV

```
8
CH2N2O3 | OMol25 | wB97M-V/def2-TZVPD
C 0.064 0.683 -1.234
N -0.734 -0.089 0.281
N 0.548 -0.728 1.028
O -1.858 -0.437 0.266
O 1.538 -0.114 0.707
O 0.439 -1.686 1.694
H -0.966 1.088 -1.561
H 0.970 1.283 -1.182
```

=====

DFT (wB97M-V/def2-TZVPD) results for a 2-piece molecular cluster, C8H7FO2S overall at a distorted geometry.

Results
- M: 186.21 g mol⁻¹
- Calculated total energy: -957.2847 Ha
- Energy above the lowest of the compared OMol25 structures with the same formula, charge and spin: 138.1 kcal per mole
- Net charge: 0
- Lowest unoccupied orbital energy (spin up / spin down): -2.13 / -2.16 eV

```
19
C8H7FO2S | OMol25 | wB97M-V/def2-TZVPD
C -1.714 1.108 0.664
C -1.561 0.498 -0.609
C -0.676 1.413 1.442
C -0.296 0.224 -0.943
C 0.675 1.139 1.066
C 0.869 0.524 -0.212
C 2.086 0.268 -0.770
C 2.262 -2.473 0.360
O 4.827 0.109 -0.395
O 3.672 2.267 -0.274
F 0.962 -2.627 0.508
S 3.576 0.825 -0.077
H -2.826 1.270 0.941
H -2.334 0.247 -1.191
H -0.849 1.946 2.393
H -0.094 -0.215 -1.876
H 1.601 1.313 1.710
H 2.864 -2.712 1.246
H 2.558 -2.520 -0.652
```

=====

DFT (wB97M-V/def2-TZVPD) results for an isolated ion of composition C4H7N3 and charge +2 at a distorted geometry.

Results
- M: 97.12 g mol⁻¹
- Calculated total energy: -319.9367 Ha
- Energy above the lowest of the compared OMol25 structures with the same formula, charge and spin: 56.1 kcal per mole
- Multiplicity: 3
- Net charge: +2
- Lowest unoccupied orbital energy (spin up / spin down): -10.63 / -14.38 eV

```
14
C4H7N3 | OMol25 | wB97M-V/def2-TZVPD
C -1.612 -0.887 0.527
C 0.304 -0.238 -0.568
C 0.628 1.621 1.226
C -0.721 -1.175 -0.625
N -1.198 0.071 1.269
N -0.077 0.593 0.838
N 1.331 0.201 -1.233
H -2.492 -1.464 0.662
H 0.339 2.123 2.154
H 1.660 2.003 0.801
H -0.506 -2.327 -0.396
H -1.121 -1.123 -1.645
H 1.549 -0.183 -2.251
H 1.916 0.785 -0.759
```

=====

DFT (wB97M-V/def2-TZVPD) results for an isolated ion of composition C5H13N2 and charge +1 at a distorted geometry.

Results
- M: 101.17 g mol⁻¹
- Calculated total energy: -307.5442 Ha
- Energy above the lowest of the compared OMol25 structures with the same formula, charge and spin: 48.6 kcal per mole
- Net charge: +1
- Lowest unoccupied orbital energy: -3.11 eV

```
20
C5H13N2 | OMol25 | wB97M-V/def2-TZVPD
C -2.264 -0.097 1.077
C -1.008 0.225 0.758
N -0.534 1.600 0.799
C 0.044 -0.896 0.702
C 1.064 -0.805 -0.469
C 0.365 -0.827 -1.853
N 1.722 0.528 -0.275
H -2.785 -1.001 0.802
H -2.821 0.728 1.520
H -0.659 1.979 1.741
H -1.226 2.148 0.291
H 0.633 -0.812 1.622
H -0.469 -1.848 0.673
H 1.839 -1.556 -0.386
H 0.367 -1.809 -2.307
H -0.632 -0.389 -1.808
H 0.938 -0.076 -2.387
H 2.472 0.903 -0.833
H 1.931 0.711 0.713
H 1.024 1.295 -0.378
```

=====

DFT (wB97M-V/def2-TZVPD) results for C3H8O2S as an isolated structure at a distorted geometry.

Results
- M: 108.16 g mol⁻¹
- Calculated total energy: -667.7145 Ha
- Energy above the lowest of the compared OMol25 structures with the same formula, charge and spin: 0.5 kcal per mole
- Net charge: -2
- Lowest unoccupied orbital energy: 6.09 eV

```
14
C3H8O2S | OMol25 | wB97M-V/def2-TZVPD
C -0.248 0.239 -0.337
O 0.329 1.263 -1.098
C 0.481 -0.038 0.971
C -0.231 -1.064 1.876
S 0.686 -1.553 3.395
H -1.295 0.500 -0.072
H -0.282 -0.695 -0.911
H 0.643 0.872 1.550
H 1.463 -0.463 0.768
H -0.434 -1.965 1.286
H -1.197 -0.665 2.177
H -0.030 1.310 -2.287
H 0.401 0.847 -3.850
O -0.286 1.414 -3.468
```

=====

DFT (wB97M-V/def2-TZVPD) results for one molecule with the formula C20H15N5O at a distorted geometry.

Results
- M: 341.37 g mol⁻¹
- Calculated total energy: -1120.1362 Ha
- Energy above the lowest of the compared OMol25 structures with the same formula, charge and spin: 0.0 kcal per mole
- Net charge: 0
- Lowest unoccupied orbital energy: 0.16 eV

```
41
C20H15N5O | OMol25 | wB97M-V/def2-TZVPD
N 1.181 4.724 -3.534
C 0.758 3.500 -3.149
N 0.424 2.475 -3.987
C -0.049 1.296 -3.357
N -0.233 1.074 -2.022
C 0.163 2.076 -1.271
C 0.673 3.262 -1.707
N 0.953 4.078 -0.671
C 0.657 3.366 0.436
N 0.176 2.124 0.099
C -0.074 0.936 1.055
C 0.768 -0.218 0.574
C 0.296 -1.480 0.737
C 1.172 -2.649 0.792
C 2.572 -2.589 0.953
C 3.350 -3.742 1.136
C 2.766 -5.020 1.134
C 1.376 -5.090 0.969
C 0.626 -3.939 0.761
O -1.043 -1.804 0.614
C -1.945 -0.786 0.856
C -3.271 -1.197 1.175
C -4.196 -0.218 1.460
C -3.811 1.122 1.380
C -2.483 1.524 1.133
C -1.548 0.540 0.886
H 1.292 5.401 -2.791
H 1.146 5.010 -4.514
H -0.330 0.445 -4.055
H 0.759 3.681 1.463
H 0.205 1.644 1.939
H 1.834 -0.038 0.454
H 3.016 -1.578 1.053
H 4.416 -3.667 1.335
H 3.386 -5.929 1.261
H 0.897 -6.060 1.055
H -0.466 -4.045 0.678
H -3.536 -2.224 1.282
H -5.187 -0.455 1.795
H -4.529 1.904 1.508
H -2.162 2.544 1.083
```